1.
C4H11NO | ωB97M-V/def2-TZVPD

For the HOMO energy, the calculation gives -8.97 eV. As for the multiplicity: 1. As for the relative energy (zero: lowest compared OMol25 entry of this formula, charge and spin): 178.9 kJ/mol. The HOMO-LUMO gap is 10.03 eV.

Last columns: bonded neighbours and bond lengths (Å).
Cartesian coordinates (Å):
1 C -0.46086 0.84277 -0.02238  C2 1.588, C5 1.529, H7 1.098, H8 1.066
2 C 0.71103 -0.10527 0.47728  C1 1.588, C3 1.539, O4 1.423, H9 1.083
3 C 1.43520 0.66489 1.59550  C2 1.539, H10 1.131, H11 1.164, H12 1.075
4 O 1.46778 -0.60025 -0.62156  C2 1.423, H13 0.953
5 C -1.72072 -0.01809 -0.11667  C1 1.529, N6 1.464, H14 1.131, H15 1.135
6 N -1.41090 -0.91906 -1.22860  C5 1.464, H16 1.104, H17 1.022
7 H -0.52140 1.74473 0.60016  C1 1.098
8 H -0.18097 1.07311 -1.02535  C1 1.066
9 H 0.20489 -0.97060 0.88603  C2 1.083
10 H 1.65748 1.74061 1.32547  C3 1.131
11 H 2.45916 0.28156 1.99372  C3 1.164
12 H 0.90381 0.57405 2.52593  C3 1.075
13 H 1.90843 0.07165 -1.13407  O4 0.953
14 H -2.09504 -0.43950 0.86445  C5 1.131
15 H -2.57628 0.69118 -0.34934  C5 1.135
16 H -2.34646 -1.46142 -1.45309  N6 1.104
17 H -1.11952 -0.41645 -2.07002  N6 1.022

***

2.
C4H11NO | ωB97M-V/def2-TZVPD

For the HOMO energy, the calculation gives -8.89 eV. As for the multiplicity: 1. As for the relative energy (zero: lowest compared OMol25 entry of this formula, charge and spin): 179.6 kJ/mol. The HOMO-LUMO gap is 9.75 eV.

Last columns: bonded neighbours and bond lengths (Å).
Cartesian coordinates (Å):
1 C 0.87966 -2.31784 -0.87224  N2 1.441, H4 1.094, H5 1.101, H6 1.088
2 N 1.17347 -1.63832 0.36394  C1 1.441, C3 1.466, H7 1.008
3 C -0.01240 -1.14445 1.07099  N2 1.466, H8 1.095, H9 1.094, H10 1.086
4 H -0.03137 -1.96881 -1.36676  C1 1.094
5 H 0.75860 -3.39482 -0.68016  C1 1.101
6 H 1.73255 -2.32676 -1.54820  C1 1.088
7 H 1.79957 -0.85805 0.23872  N2 1.008
8 H -0.52300 -0.33073 0.54534  C3 1.095
9 H -0.65799 -2.02788 1.06960  C3 1.094
10 H 0.19765 -0.83404 2.09058  C3 1.086
11 O -1.28211 3.04256 1.55935  C12 1.201
12 C -1.35444 2.52995 0.47554  O11 1.201, C13 1.488, H14 1.105
13 C -0.29045 2.35488 -0.54986  C12 1.488, H15 1.098, H16 1.089, H17 1.088
14 H -2.35798 2.22262 0.13106  C12 1.105
15 H 0.20877 1.39350 -0.37037  C13 1.098
16 H -0.79477 2.26454 -1.51084  C13 1.089
17 H 0.55423 3.03365 -0.64668  C13 1.088

***

Q: HOMO-LUMO gap of number 2 (C4H11NO)?
A: 9.75 eV